41
Properties=species:S:1:pos:R:3:lowdin_spin:R:1 method="wB97M-V/def2-TZVPD" de_lowest_kj_mol=25.11 spin_multiplicity=6 lumo_ev="-11.13 / -14.54" orbital_gap_ev="6.150 / 4.581" total_charge=+3
I -2.621 0.618 -3.099 1.368
I -0.901 -0.955 -4.599 1.518
Ir 0.530 -0.283 0.352 1.073
P 1.880 1.014 -0.832 0.154
C 1.087 1.640 -2.355 0.028
C 2.164 2.471 0.287 0.060
H 2.989 3.062 -0.128 0.012
H 4.194 1.354 -1.512 0.003
H 2.459 2.130 1.289 0.002
H 4.057 -0.124 -0.525 0.001
H 0.030 1.875 -2.165 0.008
H 1.283 3.126 0.383 0.000
C 3.566 0.469 -1.314 0.015
H 1.582 2.551 -2.733 0.004
H 3.509 -0.126 -2.240 0.000
H 1.109 0.848 -3.121 0.008
P -0.200 -2.372 0.237 0.156
C -1.489 -2.539 -1.042 0.030
C 0.959 -3.781 0.020 0.015
H -0.302 -2.399 2.696 0.002
H -1.223 -3.737 1.982 0.012
H -1.926 -2.102 2.013 0.000
C -0.992 -2.670 1.885 0.061
H 1.899 -3.628 0.574 0.001
H 0.475 -4.694 0.404 0.003
H -2.143 -3.404 -0.849 0.004
H -1.011 -2.632 -2.030 0.009
H 1.169 -3.918 -1.052 0.000
H -2.102 -1.628 -1.063 0.008
Cl 2.292 -0.949 1.666 0.173
C -2.872 2.656 1.885 0.024
C -1.934 2.185 2.792 -0.003
C -0.939 1.311 2.357 0.028
N -0.922 0.896 1.058 0.093
C -1.848 1.324 0.194 0.075
C -2.819 2.231 0.568 0.012
H -3.637 3.347 2.222 0.001
H -1.963 2.463 3.845 0.000
H -0.118 0.887 2.931 0.001
H -1.743 0.912 -0.811 0.041
H -3.530 2.573 -0.172 0.003

18
Properties=species:S:1:pos:R:3:lowdin_charge:R:1 method="wB97M-V/def2-TZVPD" de_lowest_kj_mol=62.35 lumo_ev=-4.66 orbital_gap_ev=9.458 total_charge=+1
C -1.191 -1.918 0.780 -0.043
C -0.209 -2.004 -0.382 -0.179
O -0.064 -0.770 -1.123 -0.027
N 0.392 0.268 -0.387 -0.196
C 1.213 0.246 0.611 -0.329
S 1.553 1.733 1.330 1.081
C 0.841 2.572 -0.156 -0.368
C -0.124 1.574 -0.772 -0.699
Br -1.983 1.806 -0.365 0.835
H -0.781 -2.443 1.639 0.089
H -1.332 -0.886 1.104 0.056
H -2.163 -2.321 0.524 0.089
H 0.765 -2.389 -0.080 0.116
H -0.573 -2.695 -1.135 0.136
H 1.629 -0.679 0.982 0.128
H 1.702 2.721 -0.802 0.099
H 0.384 3.523 0.085 0.093
H -0.058 1.660 -1.854 0.119

79
Properties=species:S:1:pos:R:3:lowdin_charge:R:1 method="wB97M-V/def2-TZVPD" de_lowest_kj_mol=263.49 lumo_ev="-2.59 / -2.92" orbital_gap_ev="4.932 / 3.993" total_charge=+1
La 0.983 -0.934 1.039 1.671
C -1.167 -1.114 2.448 -0.343
C -0.964 -2.369 1.788 -0.364
C 0.753 -2.082 3.327 -0.349
C -0.108 -0.945 3.399 -0.332
C 0.250 -2.942 2.300 -0.393
C -2.368 -0.258 2.359 -0.021
H -2.245 0.582 1.672 0.057
H -2.608 0.185 3.333 0.089
H -3.255 -0.813 2.034 0.093
C -0.079 0.101 4.451 -0.013
H -1.098 0.355 4.768 0.086
H 0.425 1.025 4.139 0.080
H 0.447 -0.274 5.338 0.087
C 1.901 -2.375 4.219 -0.041
H 1.720 -1.978 5.224 0.087
H 2.844 -1.937 3.866 0.048
H 2.057 -3.457 4.307 0.086
C 0.987 -4.086 1.717 -0.038
H 1.540 -4.619 2.500 0.093
H 1.721 -3.772 0.947 0.071
H 0.300 -4.802 1.257 0.090
C -1.762 -2.918 0.672 -0.037
H -1.810 -4.016 0.722 0.097
H -1.319 -2.672 -0.314 0.061
H -2.789 -2.526 0.674 0.087
C -2.121 2.592 -0.743 -0.090
C -3.045 1.662 -0.459 -0.124
C -3.132 0.320 -1.127 -0.193
C -2.981 0.294 -2.657 -0.153
C -1.570 -0.058 -3.208 -0.465
C -0.513 -0.290 -2.141 -0.463
C -0.273 0.872 -1.127 -0.243
C -0.919 2.241 -1.555 -0.175
H -4.108 -0.124 -0.876 0.123
H -3.396 1.186 -3.125 0.115
H -2.451 -0.412 -0.664 0.078
H -1.217 2.170 -2.623 0.049
H -2.216 3.644 -0.442 0.116
H -3.851 1.872 0.259 0.115
H -0.150 3.032 -1.520 0.126
H -0.740 0.564 -0.144 0.055
H -0.783 -1.218 -1.608 0.061
H 0.812 1.064 -0.940 0.072
H -3.630 -0.523 -3.003 0.116
H -1.700 -1.047 -3.685 0.084
P -0.830 1.008 -4.497 0.778
C -0.789 2.751 -5.016 -0.235
C -1.625 0.195 -5.929 -0.190
P 1.072 -0.693 -3.005 0.833
C 0.936 0.636 -4.282 -0.380
C 0.854 -2.102 -4.136 -0.188
C 2.805 -0.692 -2.534 -0.250
H 0.173 3.219 -4.751 0.049
H -1.612 3.363 -4.622 0.052
H -0.863 2.743 -6.118 0.039
H -1.351 0.706 -6.856 0.048
H -2.717 0.284 -5.810 0.065
H -1.373 -0.873 -5.994 0.049
H 3.397 -0.394 -3.414 0.058
H 3.103 -1.712 -2.252 0.045
H 3.029 0.006 -1.716 0.040
H 1.494 1.523 -3.929 0.071
H 1.385 0.309 -5.250 0.079
H 1.477 -2.934 -3.778 0.053
H 1.230 -1.838 -5.135 0.059
H -0.190 -2.426 -4.231 0.051
S 3.055 0.396 2.296 0.465
C 2.942 1.448 3.672 -0.721
C 2.698 2.821 3.443 -0.142
C 2.530 3.688 4.514 -0.089
C 2.619 3.209 5.829 -0.089
C 2.962 1.874 6.067 -0.086
C 3.184 1.002 4.998 -0.121
H 2.653 3.165 2.411 0.091
H 2.319 4.741 4.318 0.106
H 2.458 3.885 6.667 0.103
H 3.070 1.509 7.089 0.107
H 3.534 -0.014 5.151 0.094

95
Properties=species:S:1:pos:R:3:lowdin_charge:R:1 method="wB97M-V/def2-TZVPD" lumo_ev=0.75 orbital_gap_ev=5.378 total_charge=-1
C 4.416 1.600 5.452 -0.132
C 3.818 0.253 4.937 -0.250
C 2.383 0.546 4.411 -0.199
C 1.319 -0.534 4.747 -0.350
O 0.137 -0.018 5.319 -0.268
Ga -0.968 0.830 4.025 0.451
C -1.577 -0.467 2.563 -0.297
C -1.950 -1.879 3.096 -0.208
C -2.656 1.410 5.068 -0.222
C -3.336 2.633 4.384 -0.369
C -3.303 3.859 5.303 -0.600
Cl -4.286 5.228 4.623 0.459
C -0.081 2.525 3.240 -0.200
C 0.241 3.530 4.172 -0.143
C 0.874 4.705 3.772 -0.111
C 1.193 4.861 2.425 -0.133
C 0.859 3.890 1.501 -0.119
C 0.219 2.696 1.880 -0.111
H 4.079 2.418 4.794 0.066
H 3.975 1.824 6.437 0.070
H 5.515 1.608 5.459 0.055
H 4.435 0.001 4.055 0.093
H 3.864 -0.534 5.699 0.092
H 2.372 0.777 3.333 0.109
H 2.048 1.476 4.901 0.088
H 1.092 -1.165 3.857 0.097
H 1.735 -1.242 5.499 0.099
H -0.845 -0.531 1.738 0.027
H -2.502 -0.058 2.111 0.039
H -2.576 -1.856 4.001 0.053
H -1.081 -2.541 3.231 0.053
H -2.567 -2.375 2.316 0.043
H -2.308 1.710 6.077 0.041
H -3.342 0.557 5.192 0.039
H -4.401 2.408 4.195 0.089
H -2.894 2.868 3.401 0.083
H -3.650 3.572 6.304 0.071
H -2.285 4.254 5.421 0.052
H -0.020 3.359 5.222 0.097
H 1.125 5.441 4.541 0.093
H 1.706 5.776 2.113 0.090
H 1.116 4.005 0.442 0.089
H -0.038 1.926 1.149 0.081
O 1.711 1.513 -5.137 -0.234
P 2.181 2.730 -4.412 0.579
O 3.817 2.540 -4.404 -0.192
C 4.518 2.120 -5.568 -0.292
C 5.137 3.302 -6.292 -0.083
O 1.826 2.324 -2.877 -0.208
C 0.827 1.347 -2.580 -0.284
C 1.472 0.009 -2.295 -0.069
O 2.276 4.292 -3.882 -0.180
C 2.501 5.352 -4.811 -0.283
C 1.631 5.256 -6.046 -0.089
H 3.872 1.559 -6.246 0.104
H 5.308 1.444 -5.234 0.118
H 4.361 3.927 -6.741 0.059
H 5.800 2.963 -7.090 0.076
H 5.704 3.927 -5.600 0.080
H 0.099 1.269 -3.388 0.101
H 0.285 1.691 -1.697 0.112
H 2.133 -0.300 -3.107 0.072
H 0.721 -0.768 -2.141 0.072
H 2.089 0.078 -1.398 0.080
H 3.562 5.387 -5.073 0.102
H 2.277 6.281 -4.285 0.121
H 1.854 4.349 -6.622 0.066
H 1.793 6.115 -6.698 0.082
H 0.575 5.217 -5.772 0.086
O -3.848 -6.824 -1.877 -0.236
P -3.230 -5.457 -1.834 0.631
O -1.645 -5.973 -1.826 -0.212
C -1.186 -6.983 -2.713 -0.300
C -0.480 -6.381 -3.915 -0.085
O -3.406 -5.107 -0.249 -0.206
C -4.489 -5.647 0.505 -0.292
C -4.023 -6.853 1.297 -0.076
O -2.641 -3.912 -2.001 -0.186
C -2.296 -3.365 -3.266 -0.284
C -3.347 -3.599 -4.330 -0.086
H -2.000 -7.632 -3.041 0.100
H -0.481 -7.601 -2.151 0.117
H -1.194 -5.860 -4.559 0.060
H 0.005 -7.158 -4.509 0.074
H 0.271 -5.655 -3.600 0.079
H -5.330 -5.899 -0.142 0.101
H -4.835 -4.872 1.192 0.117
H -3.546 -7.591 0.651 0.071
H -4.858 -7.323 1.817 0.074
H -3.277 -6.550 2.034 0.079
H -1.321 -3.751 -3.573 0.101
H -2.175 -2.292 -3.113 0.123
H -3.474 -4.669 -4.537 0.068
H -3.065 -3.108 -5.263 0.083
H -4.315 -3.211 -4.008 0.084

129
Properties=species:S:1:pos:R:3:lowdin_charge:R:1 method="wB97M-V/def2-TZVPD" lumo_ev=-3.44 orbital_gap_ev=7.433 total_charge=+1
C 4.888 2.350 0.758 -0.107
C 4.531 1.476 2.037 -0.260
C 5.393 0.138 2.146 -0.211
C 5.117 -0.888 0.964 -0.218
C 3.573 -1.028 0.604 -0.224
C 3.380 -2.272 -0.373 -0.185
C 1.816 -2.641 -0.306 -0.222
C 1.595 -3.820 0.735 -0.190
C 0.232 -4.602 0.414 -0.202
C -0.800 -4.635 1.622 -0.189
C -1.110 -3.195 2.259 -0.143
C -2.261 -2.481 1.371 -0.240
C -3.312 -1.762 2.283 -0.048
N -3.587 -0.292 2.079 -0.064
C -4.989 0.120 2.329 -0.035
C -5.993 -0.306 1.057 -0.145
C -7.474 -0.917 1.550 -0.020
O -6.254 -1.748 0.894 -0.165
C -2.845 0.353 0.929 -0.156
C -3.216 1.889 0.671 -0.119
C -4.082 2.234 -0.603 -0.182
C -3.664 3.757 -1.001 -0.183
C -2.559 3.650 -2.158 -0.209
C -3.166 3.298 -3.581 -0.183
C -2.622 1.909 -4.174 -0.223
C -1.091 1.971 -4.593 -0.248
C -0.455 0.546 -4.925 -0.123
C -2.532 -0.540 -0.327 -0.294
N -1.664 0.298 -1.245 0.104
B -3.631 -1.260 -1.210 -0.490
O -3.474 -2.665 -1.523 0.112
O -4.800 -0.684 -1.849 0.076
C -1.516 -1.677 0.235 -0.095
H 5.829 2.958 0.924 0.068
H 4.017 3.042 0.533 0.049
H 5.098 1.668 -0.125 0.066
H 4.753 2.107 2.950 0.093
H 3.428 1.236 2.068 0.084
H 5.252 -0.392 3.139 0.103
H 6.473 0.447 2.092 0.084
H 5.473 -1.918 1.307 0.083
H 5.682 -0.634 0.020 0.107
H 3.251 -0.061 0.099 0.106
H 3.016 -1.134 1.580 0.113
H 3.991 -3.133 0.022 0.106
H 3.603 -2.013 -1.452 0.113
H 1.295 -1.674 -0.017 0.077
H 1.386 -2.949 -1.304 0.103
H 1.666 -3.496 1.821 0.112
H 2.459 -4.543 0.587 0.112
H -0.227 -4.280 -0.574 0.098
H 0.543 -5.686 0.244 0.113
H -1.723 -5.183 1.279 0.111
H -0.315 -5.266 2.436 0.119
H -0.181 -2.553 2.317 0.107
H -1.439 -3.395 3.319 0.107
H -2.782 -3.356 0.862 0.137
H -4.279 -2.361 2.240 0.146
H -2.979 -1.922 3.363 0.147
H -3.120 0.131 2.907 0.195
H -5.181 1.192 2.569 0.140
H -5.412 -0.569 3.128 0.148
H -6.002 0.383 0.110 0.146
H -7.940 -0.125 0.830 0.090
H -8.073 -1.737 1.069 0.118
H -1.784 0.466 1.361 0.169
H -3.693 2.396 1.571 0.125
H -2.248 2.474 0.528 0.125
H -3.844 1.650 -1.530 0.079
H -5.200 2.332 -0.405 0.111
H -4.556 4.281 -1.473 0.113
H -3.316 4.351 -0.110 0.110
H -1.754 2.937 -1.811 0.081
H -2.087 4.671 -2.230 0.112
H -2.991 4.076 -4.375 0.115
H -4.284 3.153 -3.450 0.108
H -2.862 1.031 -3.492 0.072
H -3.209 1.716 -5.133 0.116
H -1.005 2.582 -5.549 0.107
H -0.500 2.490 -3.773 0.076
H -0.321 0.400 -6.046 0.071
H 0.601 0.528 -4.504 0.068
H -1.062 -0.330 -4.560 0.062
H -1.028 -0.317 -1.770 0.099
H -1.036 0.830 -0.619 0.092
H -4.382 -3.009 -1.382 0.121
H -4.555 -0.490 -2.777 0.113
H -1.105 -2.302 -0.609 0.119
H -0.606 -1.175 0.708 0.116
C 2.235 4.514 -1.541 -0.687
O 2.421 4.476 -0.330 -0.004
N 2.810 5.439 -2.344 0.162
N 1.432 3.626 -2.187 0.158
H 2.663 5.479 -3.341 0.060
H 3.412 6.115 -1.908 0.108
H 0.985 2.921 -1.629 0.084
H 1.269 3.641 -3.179 0.063
C 3.009 3.302 -5.553 -0.669
O 2.786 4.353 -4.963 0.001
N 4.109 2.548 -5.307 0.169
N 2.173 2.805 -6.501 0.164
H 4.312 1.686 -5.777 0.100
H 4.750 2.887 -4.610 0.115
H 1.347 3.338 -6.710 0.105
H 2.337 1.948 -6.996 0.100
C -9.801 -5.366 1.389 -0.696
O -10.387 -6.411 1.171 0.037
N -8.835 -4.881 0.561 0.147
N -10.062 -4.593 2.478 0.148
H -8.340 -4.024 0.721 0.065
H -8.615 -5.426 -0.254 0.106
H -10.771 -4.919 3.112 0.109
H -9.592 -3.729 2.677 0.083
C 6.467 -3.175 4.164 -0.685
O 5.851 -3.262 3.111 0.008
N 5.859 -2.889 5.346 0.151
N 7.811 -3.357 4.242 0.156
H 6.345 -2.814 6.220 0.094
H 4.865 -2.748 5.327 0.102
H 8.295 -3.570 3.387 0.108
H 8.335 -3.291 5.094 0.095
C 8.063 3.202 3.438 -0.679
O 7.518 2.125 3.246 0.019
N 8.989 3.715 2.585 0.152
N 7.790 3.978 4.520 0.152
H 9.449 4.595 2.723 0.094
H 9.217 3.168 1.773 0.106
H 7.110 3.631 5.172 0.105
H 8.226 4.864 4.696 0.094

Number 1: calculated total energy -2329.167441 Eh. Number 2: calculated total energy -3297.788400 Eh. Number 3: calculated total energy -2244.700639 Eh. Number 4: calculated total energy -4806.684438 Eh. Number 5: calculated total energy -2548.413502 Eh.